Molecular formula: C19H19NO2
Method: DFT, ωB97M-V/def2-TZVPD

Cartesian coordinates (Å):
C  -5.33070  0.46243  -1.95212
C  -3.87837  0.25453  -1.56449
C  -3.02322  1.37164  -1.66117
C  -1.64611  1.15788  -1.46174
C  -1.12356  -0.09436  -1.12675
C  0.34983  -0.21685  -0.64241
N  1.20769  0.56912  -1.59181
O  2.25829  0.04207  -2.11285
O  0.95977  1.80284  -1.71653
C  -2.01229  -1.17558  -1.16025
C  -3.36817  -1.00258  -1.33607
H  -5.88342  -0.47338  -1.76664
H  -5.69049  1.32667  -1.39879
H  -5.39251  0.74876  -3.01612
H  -3.37388  2.38111  -1.87582
H  -0.95651  1.99797  -1.42274
H  0.60559  -1.25622  -0.88543
H  -1.65021  -2.18819  -0.91109
H  -4.03912  -1.89164  -1.33042
C  0.09651  -0.98603  1.74513
C  -1.05267  -0.18025  2.34732
C  -0.71111  1.28518  2.00380
C  0.50944  1.33408  1.39549
C  0.97502  0.02136  0.91931
C  2.50673  -0.19695  0.93767
C  3.44131  0.85138  0.74363
C  4.77468  0.59952  0.46198
C  5.25868  -0.73735  0.46312
C  4.36763  -1.80696  0.78429
C  3.02740  -1.49452  1.08882
H  0.65430  -1.50512  2.56149
H  -0.27586  -1.77730  1.09316
H  -2.03470  -0.40039  1.85754
H  -1.20159  -0.37297  3.45110
H  -1.38432  2.14380  2.28931
H  1.06657  2.24838  1.17373
H  3.06130  1.86566  0.75810
H  5.50551  1.41592  0.29140
H  6.29914  -0.95655  0.34170
H  4.74650  -2.85321  0.88052
H  2.35691  -2.31390  1.34464

Kohn-Sham gap	0.325	Ha
2S+1	1
ΔE to the lowest compared entry with this formula, charge and spin	6.196	eV
calculated total energy	-940.48881	a.u.
SMILES string	Cc1ccc([C@@H]([N+](=O)[O-])[C@@]2(c3ccccc3)C=CCC2)cc1
E_LUMO	-0.07	eV